Entry from OMol25: C2H3FOPt as an isolated structure in a non-equilibrium geometry (ωB97M-V/def2-TZVPD).

<S²>: 3.760
charge: +1
multiplicity: 4
largest force on an atom: 0.2689 Eh/bohr
energy relative to the best compared isomer or geometry (same formula, charge and spin): 223.8 kJ/mol
DFT total energy: -371.7481 a.u.
E_LUMO (spin up / spin down): -6.62 / -8.59 eV

Cartesian coordinates (Å):
1 H -0.492 -0.891 -0.998
2 O -0.583 -0.860 0.571
3 C -0.126 0.490 0.331
4 C 0.119 0.330 -1.139
5 Pt 0.033 -2.059 1.423
6 H 0.777 0.830 0.870
7 H -0.987 1.169 0.485
8 F 1.258 0.991 -1.542

Atomic forces in eV per Å
H 2.6290 2.7014 -3.7211
O -5.7487 9.6134 -4.5922
C 0.2031 2.0123 -1.2343
C -0.5200 -1.0055 1.4208
Pt 5.2875 -10.3235 7.5252
H -0.4261 -0.5297 0.2373
H 0.2358 -0.4847 0.5099
F -1.6606 -1.9837 -0.1455